Computed, not measured: a structure of composition H4N2O2S in a non-equilibrium geometry, with ωB97M-V/def2-TZVPD.

XYZ file:
```
9
Properties=species:S:1:pos:R:3
N 1.3870 -0.0724 1.2056
N 0.2906 -0.7118 1.3428
O -1.6892 0.1298 -1.9542
O -0.4474 1.3370 -0.1852
S -0.5817 -0.2451 -0.7166
H 2.0507 -0.5482 0.5844
H 0.5439 -1.9421 1.7035
H -1.5179 0.8038 -2.6656
H -0.0361 1.2490 0.6854
```

Electronic energy ... -660.37179 Ha
Gap between HOMO and LUMO (alpha / beta) ... 0.2621 / 0.2622 Ha
Multiplicity ... 1

Computed, not measured: a structure of composition C19H12Cl2IKN4S3 in a non-equilibrium geometry, with ωB97M-V/def2-TZVPD.

XYZ file:
```
42
Properties=species:S:1:pos:R:3
K 0.1376 2.1969 0.4710
S -2.8513 -4.4460 -4.1988
C -1.9774 -3.2143 -3.5148
S -2.7523 -1.9943 -2.5259
C -1.1439 -1.1407 -2.3874
N -0.2317 -1.7969 -3.0070
N -0.6487 -2.9385 -3.6237
C 0.3488 -3.6463 -4.2897
C 0.1730 -4.9173 -4.8460
C 1.2297 -5.5401 -5.4796
C 2.4714 -4.9274 -5.5714
C 2.6521 -3.6705 -5.0083
C 1.6088 -3.0360 -4.3763
S -0.9973 0.2966 -1.5908
H -0.7818 -5.4113 -4.7789
H 1.0836 -6.5257 -5.9062
H 3.2939 -5.4207 -6.0708
H 3.6147 -3.1776 -5.0565
H 1.7359 -2.0651 -3.9269
I 2.2595 -1.0751 0.9200
C 0.6784 -0.8073 2.3101
C 0.5250 -1.7174 3.3259
C -0.5188 -1.4956 4.2310
C -1.3217 -0.3655 4.0455
C -1.0633 0.4716 2.9868
N -0.0724 0.2582 2.1091
H 1.1835 -2.5687 3.4189
H -0.6916 -2.1797 5.0479
H -2.1357 -0.1497 4.7217
H -1.6511 1.3601 2.8108
Cl -2.0187 4.1800 1.3099
C -1.0918 5.1125 2.4620
C -1.7095 6.1491 3.1011
C -1.0141 6.9296 4.0216
C 0.3227 6.6180 4.2670
C 0.9246 5.5806 3.6188
Cl 2.6024 5.2543 3.9709
C 0.3007 4.7211 2.6272
N 0.8714 3.7883 1.9950
H -2.7510 6.3587 2.8809
H -1.4947 7.7522 4.5310
H 0.9010 7.1998 4.9749
```

Electronic energy ... -3962.81343 Ha
Net charge ... -2
Gap between HOMO and LUMO ... 0.1118 Ha
Multiplicity ... 1

Computed, not measured: a structure of composition C24H28BrN3O4 in a non-equilibrium geometry, with ωB97M-V/def2-TZVPD.

XYZ file:
```
60
Properties=species:S:1:pos:R:3
C -1.4126 -1.9741 -0.5068
C -2.4400 -1.0549 -0.3507
C -2.4690 0.3850 -0.1254
N -1.6124 1.2597 0.0590
C -0.3487 1.0104 0.2829
O 0.1744 0.0676 0.6853
C 0.2440 2.4223 0.7280
H 0.0168 3.0790 1.3581
H 0.0620 3.1967 -0.4084
O 1.7624 2.2619 0.6587
C 2.2181 1.9552 -0.4031
O 1.6205 1.8105 -1.5933
C 3.6666 0.9752 -0.2643
C 3.4239 -0.2773 -0.0658
C 4.7264 -1.0680 -0.0093
C 5.6124 -0.7918 -0.9074
C 5.9593 0.5893 -1.0330
C 4.5601 1.4224 -1.2266
H 4.8697 2.6615 -1.4211
H 4.1104 1.2136 -2.1316
C 6.4971 1.2099 0.1424
C 5.4707 0.9880 1.5385
C 4.2513 1.7287 1.2273
H 4.3518 2.7446 1.3263
H 3.5728 1.5610 1.7504
C 5.4314 -0.5957 1.4295
H 6.3011 -1.3294 1.6079
H 4.7097 -0.6988 2.2317
H 5.9521 1.1826 2.4416
H 6.7669 2.2502 0.2685
H 7.5118 0.8230 0.3416
H 6.5733 0.9515 -2.0392
H 5.2787 -1.0633 -1.9539
H 6.6073 -1.4143 -0.9093
Br 4.3826 -3.0831 0.1903
H 2.9945 -0.4871 -1.0068
H 2.7273 -0.5941 0.5278
H -2.1048 2.2290 0.3332
C -4.0341 0.7618 -0.0245
O -4.5739 1.9654 0.2548
N -4.6671 -0.5122 -0.0970
C -6.2463 -0.5249 0.2827
C -7.1106 0.3290 -0.3450
C -8.4028 0.0884 -0.0435
C -8.9058 -0.8153 0.5616
C -7.7394 -1.9002 1.0437
C -6.4667 -1.8075 0.8157
H -5.7069 -2.5745 1.1711
H -8.2085 -2.5997 1.5159
H -9.9809 -0.9209 0.9106
H -9.0283 1.0340 -0.4388
H -6.6299 1.2762 -0.9653
N -3.6998 -1.4646 -0.4670
C -4.2036 -2.6819 -1.1599
H -3.8978 -2.4395 -2.1824
H -3.7164 -3.4142 -0.7476
H -5.3677 -2.8173 -1.2566
H -1.4514 -2.1813 -1.6027
H -1.5895 -2.8163 -0.0428
H -0.3929 -1.5313 0.0437
```

Electronic energy ... -3969.83483 Ha
Gap between HOMO and LUMO ... 0.2756 Ha
Multiplicity ... 1

Computed, not measured: a structure of composition C35H43F10GeN8O3Y, with ωB97M-V/def2-TZVPD.

XYZ file:
```
101
Properties=species:S:1:pos:R:3
Y -0.2092 0.2762 -0.5047
C 2.6658 -5.3591 0.1394
C 2.3215 -4.3650 1.2448
C 1.3832 -5.0111 2.2581
C 3.6084 -3.9489 1.9503
O 1.6411 -3.1738 0.7686
Ge 1.2228 -2.8447 -1.0198
O 1.7407 -0.9047 -0.9978
C 3.1737 -0.6581 -1.1472
C 3.8588 -1.7923 -1.9068
C 3.3868 0.6148 -1.9603
C 3.8001 -0.5247 0.2352
O -0.5206 -2.0294 -0.6396
C -1.6263 -2.9449 -0.3053
C -1.2513 -4.3986 -0.5628
C -1.9759 -2.7709 1.1650
C -2.8333 -2.6089 -1.1647
H 3.1957 -6.2128 0.5625
H 3.3182 -4.9087 -0.6084
H 1.7830 -5.7424 -0.3698
H 1.2166 -4.3414 3.1050
H 1.8114 -5.9315 2.6550
H 0.4151 -5.2521 1.8170
H 4.0276 -4.7859 2.5100
H 3.4162 -3.1352 2.6500
H 4.3663 -3.6215 1.2378
H 3.3649 -1.9957 -2.8575
H 3.9100 -2.7221 -1.3374
H 4.8870 -1.4924 -2.1146
H 3.2416 0.4293 -3.0255
H 4.4048 0.9826 -1.8304
H 2.7055 1.4031 -1.6579
H 3.7252 -1.4600 0.7726
H 4.8539 -0.2564 0.1502
H 3.3024 0.2370 0.8268
H -0.3738 -4.7079 0.0025
H -1.0836 -4.6025 -1.6211
H -2.0790 -5.0269 -0.2320
H -1.1720 -3.1307 1.8044
H -2.8672 -3.3529 1.4052
H -2.1896 -1.7292 1.3967
H -2.5531 -2.5495 -2.2144
H -3.2861 -1.6691 -0.8491
H -3.5817 -3.3957 -1.0727
C -0.1700 -0.7749 -3.7558
N -0.4948 0.5208 -3.1373
C 0.4202 1.5379 -3.6602
C 0.3677 2.8279 -2.8582
N 0.6895 2.5450 -1.4629
C 1.3242 3.4812 -0.7519
C 1.9377 3.0556 0.4579
F 1.8731 1.7533 0.7424
C 2.5843 3.8951 1.3215
F 3.1384 3.4499 2.4327
C 2.6458 5.2540 1.0127
F 3.2436 6.0772 1.8331
C 2.0629 5.7375 -0.1543
F 2.1025 7.0311 -0.4041
C 1.4192 4.8772 -1.0183
F 0.7919 5.4073 -2.0545
C -1.8892 0.9038 -3.4672
C -2.8401 0.3615 -2.4249
N -2.4067 0.7059 -1.0724
C -3.2613 1.5459 -0.3836
C -3.9430 2.6489 -0.9218
F -3.7666 2.9838 -2.2183
C -4.7474 3.4937 -0.1714
F -5.3501 4.5202 -0.7636
C -4.8951 3.2909 1.1922
F -5.6506 4.1026 1.9281
C -4.2221 2.2248 1.7763
F -4.3127 2.0182 3.0896
C -3.4492 1.3871 1.0003
F -2.7775 0.4053 1.6428
H -0.8454 -1.5446 -3.3848
H 0.8453 -1.0628 -3.4858
H -0.2569 -0.7191 -4.8471
H 0.1942 1.7678 -4.7108
H 1.4315 1.1372 -3.6320
H -0.6278 3.2825 -2.8946
H 1.0653 3.5426 -3.2940
H -2.1321 0.5396 -4.4733
H -1.9587 1.9881 -3.4920
H -2.8800 -0.7207 -2.5327
H -3.8539 0.7027 -2.6427
N 0.5444 -0.7688 3.8675
C 0.5307 -1.0845 2.5754
N 0.1523 -0.0229 1.8799
C -0.0368 0.9275 2.8367
N 0.1810 0.5174 4.0586
C -0.4643 2.2825 2.4790
C -0.4739 3.3356 3.3931
N -0.8513 4.5524 3.0408
C -1.2471 4.7164 1.7810
C -1.2320 3.6772 0.8645
N -0.8212 2.4556 1.2063
H 0.7832 -1.3529 4.6520
H 0.8576 -2.0223 2.1449
H -0.1597 3.1742 4.4158
H -1.5839 5.7024 1.4869
H -1.5676 3.8217 -0.1548
```

Electronic energy ... -5137.12114 Ha
Net charge ... +1
⟨S²⟩ ... 0.792
Gap between HOMO and LUMO (alpha / beta) ... 0.2576 / 0.1748 Ha
Multiplicity ... 2

- Which of these has the highest electronic energy?
  H4N2O2S

Copy entry 1 word for word.
Computed, not measured: a structure of composition H4N2O2S in a non-equilibrium geometry, with ωB97M-V/def2-TZVPD.

XYZ file:
```
9
Properties=species:S:1:pos:R:3
N 1.3870 -0.0724 1.2056
N 0.2906 -0.7118 1.3428
O -1.6892 0.1298 -1.9542
O -0.4474 1.3370 -0.1852
S -0.5817 -0.2451 -0.7166
H 2.0507 -0.5482 0.5844
H 0.5439 -1.9421 1.7035
H -1.5179 0.8038 -2.6656
H -0.0361 1.2490 0.6854
```

Electronic energy ... -660.37179 Ha
Gap between HOMO and LUMO (alpha / beta) ... 0.2621 / 0.2622 Ha
Multiplicity ... 1